Entry 1:
One molecule with the formula C13H17N. Source: the Open Molecules 2025 dataset; level of theory: the ωB97M-V functional and the def2-TZVPD basis.

Summary:
**Structure (SMILES)**: CN[C@@H]1C[C@H]2CC[C@@H]1c1ccccc12
**ΔE to the lowest compared entry with this formula, charge and spin**: 59.5 kJ/mol
**Gap between HOMO and LUMO**: 9.6 eV
**LUMO**: 0.03407 hartree
**E_HOMO**: -8.6 eV

Geometry as ORCA input:
```
! wB97M-V def2-TZVPD RIJCOSX def2/J DEFGRID3
* xyz 0 1
C -2.68 -2.15 -0.41
C -1.41 -0.17 0.17
C -1.21 0.59 -1.09
C 0.10 1.33 -0.96
C -0.15 2.40 0.15
C -0.52 1.64 1.46
C -0.39 0.17 1.24
C 0.94 -0.13 0.76
C 1.90 -1.02 1.24
C 3.08 -1.25 0.59
C 3.31 -0.70 -0.65
C 2.36 0.12 -1.22
C 1.19 0.42 -0.52
H -2.53 -3.22 -0.61
H -3.38 -1.97 0.40
H -3.04 -1.62 -1.31
H -0.72 -1.92 -0.68
H -2.40 0.12 0.53
H -1.99 1.35 -1.23
H -1.13 0.04 -2.01
H 0.32 1.80 -1.93
H 0.72 3.03 0.25
H -0.97 3.07 -0.24
H -0.02 2.06 2.33
H -1.54 1.91 1.69
H -0.79 -0.44 2.07
H 1.68 -1.52 2.18
H 3.82 -1.89 1.09
H 4.29 -0.95 -1.10
H 2.60 0.56 -2.21
N -1.43 -1.64 0.03
*
```

Entry 2:
One molecule with the formula C5H6O. Source: the Open Molecules 2025 dataset; level of theory: the ωB97M-V functional and the def2-TZVPD basis.

Summary:
**Structure (SMILES)**: C#C[C@@H](C)C=O
**ΔE to the lowest compared entry with this formula, charge and spin**: 207.5 kJ/mol
**Gap between HOMO and LUMO**: 10.7 eV
**LUMO**: 0.03123 hartree
**E_HOMO**: -9.9 eV

Geometry as ORCA input:
```
! wB97M-V def2-TZVPD RIJCOSX def2/J DEFGRID3
* xyz 0 1
C 0.62 -1.24 0.51
C 0.28 0.20 0.09
C 0.81 0.55 -1.29
O 1.59 -0.14 -1.91
C -1.13 0.55 0.24
C -2.22 0.94 0.51
H 0.46 -1.34 1.58
H 0.00 -2.00 0.01
H 1.66 -1.47 0.28
H 0.57 1.02 0.74
H 0.46 1.54 -1.66
H -3.10 1.39 0.89
*
```

Entry 3:
A 2-piece molecular cluster, C32H64O5P overall. Source: the Open Molecules 2025 dataset; level of theory: the ωB97M-V functional and the def2-TZVPD basis.

Summary:
**Gap between HOMO and LUMO**: 9.1 eV
**LUMO**: -0.07277 hartree
**E_HOMO**: -11.1 eV

Geometry as ORCA input:
```
! wB97M-V def2-TZVPD RIJCOSX def2/J DEFGRID3
* xyz 1 1
C 3.48 0.98 0.00
C 2.52 -0.29 -0.11
O 1.30 -0.12 -0.29
O 3.15 -1.57 -0.03
C 3.68 -1.89 -1.38
C 4.72 -3.10 -1.36
C 5.38 -3.44 -2.78
C 4.35 -3.13 -3.96
C 4.63 -3.90 -5.33
C 5.01 -2.96 -6.57
C 3.82 -2.03 -7.11
C 2.29 -2.44 -6.86
C 1.57 -1.69 -5.65
C 1.12 -0.18 -5.95
C 0.08 0.23 -4.77
O 0.61 1.24 -3.88
C 4.26 -0.49 -6.98
C 3.81 0.18 -8.36
C 4.26 -1.05 -9.32
O 4.79 -0.97 -10.45
O 3.94 -2.22 -8.58
H 3.37 1.61 -0.94
H 3.22 1.61 0.91
H 4.57 0.60 0.10
H 2.74 -2.11 -2.01
H 4.15 -0.95 -1.86
H 4.15 -4.02 -0.96
H 5.57 -2.83 -0.61
H 5.66 -4.56 -2.81
H 6.31 -2.79 -2.93
H 3.28 -3.42 -3.64
H 4.39 -2.00 -4.19
H 5.49 -4.66 -5.20
H 3.72 -4.55 -5.61
H 5.31 -3.66 -7.44
H 5.96 -2.39 -6.28
H 1.69 -2.18 -7.81
H 2.18 -3.57 -6.72
H 2.15 -1.69 -4.66
H 0.59 -2.27 -5.44
H 2.02 0.53 -5.79
H 0.71 0.00 -6.99
H -0.94 0.54 -5.20
H -0.12 -0.69 -4.11
H 0.30 2.14 -4.13
H 4.10 0.06 -6.00
H 5.41 -0.48 -7.09
H 2.71 0.36 -8.58
H 4.52 1.01 -8.75
C 1.13 0.88 3.82
C 0.28 1.81 4.68
C -0.62 1.07 5.67
C -1.87 0.41 5.07
P -3.28 1.44 4.71
C -3.61 2.43 6.20
C -3.73 1.77 7.57
C -5.01 0.99 7.89
C -6.30 1.73 7.59
C -4.73 0.44 4.50
C -4.87 -0.60 3.39
C -5.15 -0.08 1.98
C -6.20 1.02 1.88
C -3.04 2.71 3.49
C -2.83 2.51 1.99
C -1.81 1.45 1.54
C -0.52 2.05 1.00
H 0.51 0.18 3.25
H 1.72 1.47 3.11
H 1.82 0.31 4.44
H -0.30 2.48 4.04
H 0.96 2.46 5.25
H -0.91 1.77 6.46
H -0.02 0.30 6.17
H -2.22 -0.31 5.82
H -1.60 -0.20 4.21
H -4.48 3.05 6.00
H -2.77 3.14 6.26
H -3.64 2.57 8.32
H -2.87 1.11 7.74
H -5.00 0.75 8.96
H -5.00 0.03 7.38
H -6.40 2.62 8.22
H -7.16 1.08 7.79
H -6.37 2.04 6.54
H -5.62 1.07 4.54
H -4.78 -0.17 5.41
H -5.71 -1.25 3.66
H -3.99 -1.24 3.37
H -5.47 -0.92 1.35
H -4.21 0.25 1.54
H -7.18 0.65 2.17
H -6.26 1.38 0.85
H -5.95 1.88 2.51
H -2.23 3.35 3.85
H -3.93 3.34 3.57
H -2.55 3.48 1.56
H -3.79 2.29 1.52
H -2.25 0.86 0.73
H -1.59 0.75 2.35
H -0.71 2.59 0.06
H 0.20 1.26 0.78
H -0.07 2.75 1.71
*
```

Entry 4:
A 2-piece molecular cluster, C8H12NOS overall. Source: the Open Molecules 2025 dataset; level of theory: the ωB97M-V functional and the def2-TZVPD basis.

Summary:
**ΔE to the lowest compared entry with this formula, charge and spin**: 344.5 kJ/mol
**Gap between HOMO and LUMO (alpha / beta)**: 8.3 / 8.3 eV
**LUMO (alpha / beta)**: -0.13435 / -0.13432 hartree
**E_HOMO (alpha / beta)**: -12.0 / -12.0 eV

Geometry as ORCA input:
```
! wB97M-V def2-TZVPD RIJCOSX def2/J DEFGRID3
* xyz 1 1
C 1.74 -0.11 1.34
C 3.07 -0.46 1.15
C 1.85 0.03 -0.98
C 1.05 0.16 0.10
C -1.35 -2.21 -0.68
C -1.52 -0.88 -1.12
C -0.68 1.95 -0.86
C -0.29 0.70 0.04
N -1.04 0.67 1.25
O -2.32 -1.31 -0.05
S 3.51 -0.33 -0.50
H 1.30 -0.25 2.32
H 3.79 -0.50 1.95
H 1.58 0.17 -1.93
H -1.81 -2.97 -1.31
H -0.45 -2.56 -0.24
H -2.03 -0.38 -1.86
H -1.73 2.08 -0.59
H -0.17 2.86 -0.56
H -0.61 1.92 -1.96
H -1.80 -0.18 0.92
H -1.60 1.43 1.49
H -0.49 0.15 2.09
*
```

Entry 5:
C50H51BrMoN6O4Te as an isolated structure. Source: the Open Molecules 2025 dataset; level of theory: the ωB97M-V functional and the def2-TZVPD basis.

Summary:
**ΔE to the lowest compared entry with this formula, charge and spin**: 12.1 kJ/mol
**Gap between HOMO and LUMO (alpha / beta)**: 6.1 / 5.7 eV
**LUMO (alpha / beta)**: -0.12131 / -0.15040 hartree
**E_HOMO (alpha / beta)**: -9.4 / -9.8 eV

Geometry as ORCA input:
```
! wB97M-V def2-TZVPD RIJCOSX def2/J DEFGRID3
* xyz 1 2
Mo 0.91 0.85 1.53
O 1.45 -3.15 0.64
C 0.21 -3.70 0.66
C 0.09 -5.05 0.34
C -1.16 -5.65 0.35
C -2.29 -4.92 0.69
C -2.16 -3.58 1.02
C -0.92 -2.96 1.02
C -0.78 -1.52 1.43
O 0.07 -0.81 0.60
N -0.25 -1.48 2.83
N 0.85 -0.69 3.02
C 1.72 -1.09 3.90
C 2.89 -0.36 4.36
Br 3.46 1.16 3.37
C 3.65 -0.73 5.41
C 3.39 -1.77 6.41
C 4.49 -2.37 7.02
C 4.33 -3.35 7.98
C 3.05 -3.74 8.37
C 1.95 -3.12 7.80
C 2.11 -2.14 6.84
H 1.34 -2.17 0.59
H 0.98 -5.60 0.06
H -1.25 -6.70 0.10
H -3.26 -5.39 0.70
H -3.04 -3.00 1.28
H -1.78 -1.06 1.46
H -0.13 -2.42 3.23
H 1.58 -2.07 4.36
H 4.59 -0.21 5.54
H 5.49 -2.07 6.72
H 5.20 -3.81 8.43
H 2.92 -4.50 9.12
H 0.95 -3.39 8.13
H 1.24 -1.62 6.47
C 1.81 3.98 -1.40
C 1.47 3.20 -0.17
N 1.64 1.92 -0.08
N 2.40 1.26 -1.03
C 2.86 0.17 -0.45
O 2.53 -0.15 0.76
C 3.89 -0.63 -1.13
C 4.31 -1.83 -0.55
C 5.31 -2.57 -1.17
C 5.88 -2.13 -2.35
C 5.45 -0.94 -2.93
C 4.46 -0.19 -2.33
C 1.05 3.83 1.10
C 0.71 5.17 1.22
C 0.46 5.69 2.48
C 0.56 4.86 3.59
C 0.88 3.52 3.39
N 1.11 3.02 2.18
H 2.76 3.62 -1.80
H 1.88 5.04 -1.20
H 1.05 3.81 -2.17
H 3.86 -2.17 0.36
H 5.63 -3.50 -0.72
H 6.66 -2.71 -2.82
H 5.90 -0.60 -3.85
H 4.12 0.73 -2.76
H 0.65 5.80 0.35
H 0.20 6.73 2.60
H 0.37 5.22 4.59
H 0.93 2.82 4.22
C -2.98 1.24 2.69
C -2.13 1.36 1.46
O -2.65 1.44 0.34
N -0.81 1.38 1.66
Te -0.98 0.80 -1.84
C -1.40 2.27 -3.30
C -1.72 3.58 -2.93
C -1.72 4.08 -1.52
C -2.07 4.48 -3.93
C -2.09 4.12 -5.27
C -2.48 5.10 -6.34
C -1.71 2.82 -5.61
C -1.36 1.89 -4.65
C -0.98 0.50 -5.10
C -2.41 -0.62 -2.41
C -1.96 -1.94 -2.50
C -0.51 -2.32 -2.42
C -2.90 -2.94 -2.75
C -4.24 -2.65 -2.92
C -5.25 -3.74 -3.16
C -4.65 -1.32 -2.87
C -3.76 -0.28 -2.62
C -4.28 1.12 -2.66
H -3.16 2.24 3.08
H -2.48 0.66 3.46
H -3.94 0.79 2.43
H -1.28 3.38 -0.81
H -2.74 4.28 -1.17
H -1.17 5.02 -1.46
H -2.34 5.49 -3.65
H -2.84 6.03 -5.91
H -3.26 4.69 -6.98
H -1.62 5.34 -6.97
H -1.69 2.54 -6.66
H -0.56 0.53 -6.10
H -1.84 -0.16 -5.10
H -0.22 0.06 -4.45
H 0.02 -1.81 -1.62
H -0.01 -2.09 -3.36
H -0.41 -3.39 -2.24
H -2.56 -3.96 -2.81
H -4.78 -4.72 -3.12
H -5.71 -3.63 -4.14
H -6.04 -3.71 -2.41
H -5.69 -1.08 -3.03
H -5.37 1.12 -2.53
H -4.06 1.59 -3.62
H -3.86 1.74 -1.88
*
```